1.
Computed, not measured: the molecule C6H8FN, with ωB97M-V/def2-TZVPD.

As for the gap between HOMO and LUMO: 9.03 eV. As for the energy relative to the best compared isomer or geometry (same formula, charge and spin): 268.6 kJ/mol. Its SMILES is C=C/N=C\C=C(/C)F. The calculation puts the lowest unoccupied orbital energy at 0.44 eV. The calculation puts the HOMO energy at -8.592 eV.

The geometry in XYZ format:
```
16
C6H8FN, DFT ωB97M-V/def2-TZVPD
C 1.289 0.826 1.466
C 1.633 0.455 0.265
N 1.625 -0.799 -0.242
C 0.619 -1.563 -0.228
C -0.702 -1.228 0.287
C -1.246 -0.072 0.038
C -1.076 0.708 -1.183
F -2.383 0.217 0.737
H 1.422 1.787 1.917
H 0.872 0.189 2.183
H 1.758 1.198 -0.548
H 0.618 -2.537 -0.574
H -1.280 -1.981 0.777
H -0.294 0.328 -1.883
H -0.938 1.722 -1.107
H -1.917 0.752 -1.905
```

These are the natural (NBO) partial charges, in e, on atoms 1 to 8: atom 1 (C): -0.46, atom 2 (C): -0.03, atom 3 (N): -0.41, atom 4 (C): 0.13, atom 5 (C): -0.39, atom 6 (C): 0.48, atom 7 (C): -0.71, atom 8 (F): -0.34

***

2.
Computed, not measured: a structure of composition C6H8KLiO3, with ωB97M-V/def2-TZVPD.

As for the gap between HOMO and LUMO (alpha / beta): 3.38 / 5.72 eV. As for the energy relative to the best compared isomer or geometry (same formula, charge and spin): 0.0 kJ/mol. Its expectation value of S² is 0.750. Its charge is -1. The calculation puts the lowest unoccupied orbital energy (alpha / beta) at 1.97 / 1.98 eV. The calculation puts the HOMO energy (alpha / beta) at -1.404 / -3.739 eV. Its multiplicity is 2.

The geometry in XYZ format:
```
19
C6H8KLiO3, DFT ωB97M-V/def2-TZVPD
C 3.772 0.549 0.923
C 3.444 1.714 0.284
O 2.326 1.989 -0.314
H 2.984 -0.077 1.357
H 4.802 0.381 1.246
H 4.274 2.436 0.123
O 0.878 -0.961 -1.196
Li 1.054 0.863 -1.036
C 0.156 -1.442 -0.106
C -1.324 -1.529 -0.387
C -2.190 -0.462 -0.141
C -3.524 -0.359 -0.551
O -4.313 0.640 -0.281
K -5.734 2.662 0.785
H 0.302 -0.785 0.785
H 0.518 -2.449 0.208
H -1.697 -2.389 -0.958
H -1.796 0.388 0.438
H -3.934 -1.170 -1.181
```

These are the natural (NBO) partial charges, in e, on atoms 1 to 8: atom 1 (C): -0.68, atom 2 (C): 0.23, atom 3 (O): -0.95, atom 4 (H): 0.18, atom 5 (H): 0.17, atom 6 (H): 0.09, atom 7 (O): -0.96, atom 8 (Li): 0.93

***

3.
Computed, not measured: a structure of composition C6H8LiO6Sn, with ωB97M-V/def2-TZVPD.

As for the gap between HOMO and LUMO (alpha / beta): 3.96 / 6.81 eV. As for the energy relative to the best compared isomer or geometry (same formula, charge and spin): 50.9 kJ/mol. Its expectation value of S² is 0.754. The calculation puts the lowest unoccupied orbital energy (alpha / beta) at -0.72 / -0.85 eV. The calculation puts the HOMO energy (alpha / beta) at -4.677 / -7.659 eV. Its multiplicity is 2.

The geometry in XYZ format:
```
22
C6H8LiO6Sn, DFT ωB97M-V/def2-TZVPD
O 1.048 0.821 0.267
O -0.046 -1.348 2.114
C 0.136 1.739 0.832
C -0.509 1.294 2.132
O -1.524 0.289 1.990
C -1.270 -1.051 2.064
H -0.648 1.963 0.089
H 0.603 2.715 1.056
H -1.025 2.159 2.570
H 0.259 0.967 2.850
O 0.521 -1.234 -1.400
C -0.858 -1.639 -1.430
C -1.599 -0.305 -1.519
O -0.588 0.590 -2.005
C 0.618 0.075 -1.768
H -1.013 -2.279 -2.305
H -1.080 -2.187 -0.508
H -1.937 0.049 -0.537
H -2.428 -0.312 -2.232
O 1.640 0.540 -2.276
Li 2.428 1.538 -0.856
Sn 1.570 -0.835 1.166
```

These are the natural (NBO) partial charges, in e, on atoms 1 to 8: atom 1 (O): -1.03, atom 2 (O): -0.88, atom 3 (C): -0.09, atom 4 (C): -0.15, atom 5 (O): -0.57, atom 6 (C): 0.44, atom 7 (H): 0.18, atom 8 (H): 0.17

***

4.
Computed, not measured: a structure of composition C6H8MgO5, with ωB97M-V/def2-TZVPD.

As for the gap between HOMO and LUMO (alpha / beta): 7.61 / 10.01 eV. Its expectation value of S² is 0.750. Its charge is +1. The calculation puts the lowest unoccupied orbital energy (alpha / beta) at -2.98 / -4.13 eV. The calculation puts the HOMO energy (alpha / beta) at -10.593 / -14.141 eV. Its multiplicity is 2.

The geometry in XYZ format:
```
20
C6H8MgO5, DFT ωB97M-V/def2-TZVPD
Mg -1.386 0.446 3.255
O -1.919 0.709 1.392
O -1.866 -0.890 -0.176
C -1.770 -0.928 -1.603
C -1.833 0.550 -1.991
O -1.589 1.237 -0.759
C -1.499 0.348 0.256
H -0.820 -1.397 -1.890
H -2.607 -1.518 -1.985
H -2.820 0.847 -2.364
H -1.050 0.836 -2.701
O 0.807 0.049 1.665
C 2.263 -0.018 1.791
C 2.697 -0.089 0.329
O 1.432 0.064 -0.391
C 0.446 0.098 0.418
H 2.580 0.884 2.320
H 2.466 -0.914 2.382
H 3.125 -1.051 0.035
H 3.343 0.736 0.018
```

These are the natural (NBO) partial charges, in e, on atoms 1 to 8: atom 1 (Mg): 0.99, atom 2 (O): -0.94, atom 3 (O): -0.50, atom 4 (C): -0.11, atom 5 (C): -0.11, atom 6 (O): -0.49, atom 7 (C): 0.93, atom 8 (H): 0.19

***

5.
Computed, not measured: the ion C6H8N with charge +1, with ωB97M-V/def2-TZVPD.

As for the gap between HOMO and LUMO: 8.57 eV. As for the energy relative to the best compared isomer or geometry (same formula, charge and spin): 357.1 kJ/mol. Its charge is +1. Its SMILES is C=C1C=CC=[N+]1C. The calculation puts the lowest unoccupied orbital energy at -6.07 eV. The calculation puts the HOMO energy at -14.637 eV.

The geometry in XYZ format:
```
15
C6H8N, DFT ωB97M-V/def2-TZVPD
C 0.767 1.979 -0.026
C -0.007 0.853 0.097
C -1.712 0.836 0.066
C -1.958 -0.474 -0.058
C -0.844 -1.242 -0.249
N 0.253 -0.502 -0.039
C 1.675 -0.957 0.066
H 0.261 2.903 0.280
H 1.759 1.719 -0.460
H -2.299 1.692 0.411
H -2.927 -0.922 -0.023
H -1.064 -2.366 -0.287
H 1.564 -1.885 0.507
H 2.445 -0.409 0.643
H 2.086 -1.226 -0.929
```

These are the natural (NBO) partial charges, in e, on atoms 1 to 8: atom 1 (C): -0.24, atom 2 (C): 0.10, atom 3 (C): -0.02, atom 4 (C): -0.33, atom 5 (C): 0.18, atom 6 (N): -0.30, atom 7 (C): -0.44, atom 8 (H): 0.27

***

6.
Computed, not measured: the ion C6H8N with charge +1, with ωB97M-V/def2-TZVPD.

As for the gap between HOMO and LUMO: 10.03 eV. As for the energy relative to the best compared isomer or geometry (same formula, charge and spin): 469.1 kJ/mol. Its charge is +1. The calculation puts the lowest unoccupied orbital energy at -4.82 eV. The calculation puts the HOMO energy at -14.843 eV.

The geometry in XYZ format:
```
15
C6H8N, DFT ωB97M-V/def2-TZVPD
C -1.711 0.202 0.192
C 0.129 -0.185 -0.955
C 1.328 -1.161 -0.854
C 1.060 -0.590 0.387
C -0.728 0.987 1.067
C 0.645 0.770 0.436
N -1.173 -0.439 -0.755
H -2.802 0.136 0.331
H 0.294 0.472 -1.756
H 1.010 -2.233 -0.819
H 2.207 -1.012 -1.563
H 0.508 -1.314 0.968
H -1.040 2.138 0.924
H -0.960 0.678 2.175
H 1.234 1.552 0.222
```

These are the natural (NBO) partial charges, in e, on atoms 1 to 8: atom 1 (C): 0.19, atom 2 (C): 0.01, atom 3 (C): -0.39, atom 4 (C): 0.04, atom 5 (C): -0.54, atom 6 (C): -0.12, atom 7 (N): -0.40, atom 8 (H): 0.25

***

7.
Computed, not measured: a cluster of 2 separate species, C6H8N in total, with ωB97M-V/def2-TZVPD.

As for the gap between HOMO and LUMO: 6.94 eV. As for the energy relative to the best compared isomer or geometry (same formula, charge and spin): 1166.7 kJ/mol. Its charge is +1. The calculation puts the lowest unoccupied orbital energy at -5.88 eV. The calculation puts the HOMO energy at -12.821 eV.

The geometry in XYZ format:
```
15
C6H8N, DFT ωB97M-V/def2-TZVPD
C 0.309 0.447 0.194
C -0.715 0.068 -0.329
C 1.739 0.558 0.420
C -3.433 0.769 -0.735
C 2.602 -0.600 0.172
C -3.832 -0.239 0.228
N 2.519 0.475 -0.810
H 1.867 1.134 1.286
H 3.564 -0.669 0.664
H 2.067 -1.547 0.092
H -3.376 -1.187 0.096
H -4.890 -0.486 -0.042
H -3.700 -0.090 1.268
H 2.020 0.324 -1.582
H 3.259 1.043 -0.921
```

These are the natural (NBO) partial charges, in e, on atoms 1 to 8: atom 1 (C): -0.39, atom 2 (C): -0.17, atom 3 (C): -0.11, atom 4 (C): 0.74, atom 5 (C): -0.22, atom 6 (C): -1.06, atom 7 (N): -0.46, atom 8 (H): 0.27

***

8.
Computed, not measured: the ion C6H8N with charge +1, with ωB97M-V/def2-TZVPD.

As for the gap between HOMO and LUMO: 9.60 eV. As for the energy relative to the best compared isomer or geometry (same formula, charge and spin): 440.2 kJ/mol. Its charge is +1. Its SMILES is C[C@H]1[C@@H]2C=CC=[N+]12. The calculation puts the lowest unoccupied orbital energy at -5.98 eV. The calculation puts the HOMO energy at -15.574 eV.

The geometry in XYZ format:
```
15
C6H8N, DFT ωB97M-V/def2-TZVPD
C 2.356 -0.100 0.031
C 0.945 -0.056 -0.350
C -0.091 -0.691 0.571
C -1.713 -1.027 0.035
C -2.274 0.180 -0.147
C -1.269 1.210 -0.077
N -0.075 0.771 0.367
H 2.694 0.874 -0.207
H 3.037 -0.636 -0.550
H 2.423 -0.351 1.134
H 0.583 0.044 -1.456
H 0.076 -1.055 1.571
H -2.170 -1.973 -0.028
H -3.303 0.510 -0.493
H -1.219 2.300 -0.401
```

These are the natural (NBO) partial charges, in e, on atoms 1 to 8: atom 1 (C): -0.66, atom 2 (C): 0.05, atom 3 (C): -0.10, atom 4 (C): 0.01, atom 5 (C): -0.33, atom 6 (C): 0.25, atom 7 (N): -0.33, atom 8 (H): 0.26

***

9.
Computed, not measured: a cluster of 2 separate species, C6H8N in total, with ωB97M-V/def2-TZVPD.

As for the gap between HOMO and LUMO (alpha / beta): 7.39 / 6.43 eV. As for the energy relative to the best compared isomer or geometry (same formula, charge and spin): 734.8 kJ/mol. Its expectation value of S² is 2.032. Its charge is +1. The calculation puts the lowest unoccupied orbital energy (alpha / beta) at -3.56 / -6.66 eV. The calculation puts the HOMO energy (alpha / beta) at -10.951 / -13.087 eV. Its multiplicity is 3.

The geometry in XYZ format:
```
15
C6H8N, DFT ωB97M-V/def2-TZVPD
C 0.407 0.047 0.142
C -0.769 0.178 -0.198
C 1.832 -0.070 0.430
C -3.657 -0.723 -0.420
C 2.872 -0.940 -0.203
C -4.352 0.321 0.196
N 2.863 0.413 -0.560
H 2.099 0.461 1.359
H 3.794 -1.272 0.497
H 2.612 -1.737 -0.897
H -5.466 0.510 -0.253
H -3.815 1.324 0.340
H -4.555 -0.196 1.215
H 2.534 0.701 -1.417
H 3.601 0.982 -0.230
```

These are the natural (NBO) partial charges, in e, on atoms 1 to 8: atom 1 (C): -0.38, atom 2 (C): 0.33, atom 3 (C): -0.07, atom 4 (C): 0.25, atom 5 (C): -0.23, atom 6 (C): -0.96, atom 7 (N): -0.49, atom 8 (H): 0.26

***

10.
Computed, not measured: the molecule C6H8N2, with ωB97M-V/def2-TZVPD.

As for the gap between HOMO and LUMO: 9.73 eV. As for the energy relative to the best compared isomer or geometry (same formula, charge and spin): 268.0 kJ/mol. Its SMILES is C=C(C#N)C1(N)CC1. The calculation puts the lowest unoccupied orbital energy at 0.43 eV. The calculation puts the HOMO energy at -9.310 eV.

The geometry in XYZ format:
```
16
C6H8N2, DFT ωB97M-V/def2-TZVPD
C 1.145 1.817 0.174
C 1.393 0.522 0.011
C 2.704 -0.009 -0.077
N 3.723 -0.521 -0.264
C 0.297 -0.515 -0.066
N 0.648 -1.892 0.162
C -1.032 -0.067 0.802
C -0.980 -0.133 -0.745
H 0.196 2.245 0.143
H 2.039 2.378 0.388
H 1.185 -2.137 -0.618
H 1.126 -2.084 1.023
H -1.042 0.869 1.268
H -1.476 -0.977 1.234
H -1.496 -0.986 -0.833
H -1.117 0.529 -1.495
```

These are the natural (NBO) partial charges, in e, on atoms 1 to 8: atom 1 (C): -0.32, atom 2 (C): -0.14, atom 3 (C): 0.26, atom 4 (N): -0.30, atom 5 (C): 0.10, atom 6 (N): -0.82, atom 7 (C): -0.40, atom 8 (C): -0.42